No. 1
This record from OMol25 describes an isolated molecule of C5H7NO. The level of theory is ωB97M-V with the def2-TZVPD basis set.

```
14
Properties=species:S:1:pos:R:3:forces:R:3
C -0.43159 1.27604 0.51065 0.083 0.229 0.040
C 0.22817 0.10679 1.25548 -0.144 0.160 0.293
O 1.42912 -0.37047 0.62215 0.114 0.005 0.048
C 0.66314 -1.06519 -0.37923 0.055 -0.214 -0.257
C 0.17359 -0.06876 -1.43441 0.121 0.035 -0.147
N -0.96137 0.36595 -0.55208 -0.099 0.080 -0.041
C -0.64828 -0.79284 0.37219 -0.200 -0.333 0.160
H -1.27761 1.65883 1.09406 0.134 0.007 -0.115
H 0.18177 2.10779 0.15001 -0.010 -0.123 0.110
H 0.30970 0.09254 2.34488 -0.056 0.082 -0.149
H 1.08433 -2.03767 -0.64458 -0.006 0.179 -0.005
H 0.88282 0.72685 -1.68732 -0.094 -0.132 -0.002
H -0.19664 -0.53325 -2.35497 -0.057 0.048 0.208
H -1.43717 -1.46663 0.70318 0.158 -0.022 -0.145
```
Positions in Å, forces in eV/Å.

Computed properties:
Kohn-Sham gap ... 9.80 eV
SMILES ... C1[C@@H]2O[C@@H]3CN1[C@H]23
2S+1 ... 1
LUMO ... 1.10 eV

---

No. 2
This record from OMol25 describes an isolated molecule of C5H7NO. The level of theory is ωB97M-V with the def2-TZVPD basis set.

```
14
Properties=species:S:1:pos:R:3:forces:R:3
C 1.62181 1.08767 0.51640 0.052 -0.014 -0.010
C -0.84437 0.46824 0.38314 -0.106 0.085 -0.195
N -1.96474 0.11044 -0.26733 0.048 0.109 -0.055
C -1.23211 -0.98949 0.47878 -0.013 -0.119 0.196
C -0.33694 -1.66328 -0.34410 0.163 -0.246 -0.116
C 0.33049 1.10554 -0.26778 0.043 0.183 -0.153
O 0.19083 1.72302 -1.31102 0.027 -0.197 0.389
H 2.46412 0.84903 -0.13764 -0.145 0.036 0.041
H 1.57304 0.38002 1.34829 0.004 0.081 -0.142
H 1.79036 2.09179 0.92189 -0.033 -0.128 -0.056
H -1.91371 0.10077 -1.29778 0.011 -0.009 0.104
H -1.71062 -1.40644 1.35732 0.050 0.076 -0.173
H -0.08053 -1.24442 -1.31133 -0.013 0.020 0.173
H 0.11236 -2.61289 -0.06884 -0.087 0.123 -0.003
```
Positions in Å, forces in eV/Å.

Computed properties:
Kohn-Sham gap (spin up / spin down) ... 7.78 / 7.68 eV
2S+1 ... 1
LUMO (spin up / spin down) ... -0.45 / -0.58 eV

---

No. 3
This record from OMol25 describes an isolated molecule of C5H7NO. The level of theory is ωB97M-V with the def2-TZVPD basis set.

```
14
Properties=species:S:1:pos:R:3:forces:R:3
C 1.64271 0.08643 0.51485 0.078 -0.046 0.100
N 0.51383 0.23479 -0.42426 0.018 -0.030 -0.163
C -0.49769 1.19752 -0.01567 -0.147 -0.044 0.091
C -1.64926 0.51993 0.17332 0.086 0.142 -0.048
C -1.55423 -0.87509 -0.13550 0.061 -0.081 -0.060
C -0.28745 -1.20406 -0.57183 0.112 -0.138 -0.038
O 0.39250 -2.10506 -1.01039 -0.260 0.224 0.227
H 2.31586 0.94393 0.43355 -0.087 -0.134 0.029
H 2.16536 -0.84289 0.27441 -0.037 0.137 0.003
H 1.22873 0.03816 1.52414 0.062 -0.032 -0.153
H 0.87334 0.38107 -1.36810 -0.076 0.123 0.104
H -0.22219 2.22481 0.17534 -0.069 -0.154 -0.033
H -2.56064 0.99257 0.52558 0.147 -0.064 -0.071
H -2.36086 -1.59210 -0.09544 0.113 0.097 0.012
```
Positions in Å, forces in eV/Å.

Computed properties:
Kohn-Sham gap ... 8.14 eV
SMILES ... C[N@@H+]1C=CC=C1[O-]
2S+1 ... 1
LUMO ... 0.78 eV

---

No. 4
This record from OMol25 describes an isolated molecule of C5H7NO. The level of theory is ωB97M-V with the def2-TZVPD basis set.

```
14
Properties=species:S:1:pos:R:3:forces:R:3
C 1.90236 -1.02392 0.24472 0.068 -0.192 -0.002
O 1.25010 0.23248 0.32040 -0.092 0.119 -0.005
C -0.04697 0.32572 -0.00992 -0.197 0.039 0.014
C -0.58040 1.68571 0.32715 -0.047 0.018 -0.036
C -0.77618 -0.67898 -0.54119 0.125 0.002 0.067
C -2.18800 -0.54492 -0.70973 -0.768 0.142 -0.098
N -3.33894 -0.45181 -0.81306 0.988 -0.067 0.039
H 2.76304 -0.95147 0.91129 -0.078 -0.039 -0.176
H 1.24155 -1.82600 0.58713 0.117 0.068 0.010
H 2.23484 -1.22834 -0.77917 -0.080 0.012 0.131
H 0.21853 2.42138 0.21287 -0.084 -0.095 -0.001
H -0.91628 1.71349 1.36818 0.058 -0.040 -0.083
H -1.42271 1.96105 -0.30873 0.076 -0.101 0.067
H -0.34094 -1.63440 -0.80995 -0.086 0.134 0.074
```
Positions in Å, forces in eV/Å.

Computed properties:
Kohn-Sham gap ... 9.98 eV
SMILES ... CO/C(C)=C/C#N
2S+1 ... 1
LUMO ... 0.69 eV

---

No. 5
This record from OMol25 describes a cluster of 2 separate species, C5H7NO in total. The level of theory is ωB97M-V with the def2-TZVPD basis set.

```
14
Properties=species:S:1:pos:R:3:forces:R:3
C 0.72693 -1.95212 -0.16211 0.154 0.004 -0.046
C 1.17311 -0.68955 -0.41263 0.027 -0.013 0.008
C -0.43400 0.68571 -0.05725 0.073 0.036 0.098
C -0.15806 2.10255 0.14934 0.106 0.146 0.181
O -0.65311 1.51049 -1.08112 -0.067 -0.073 -0.197
C -1.45590 -0.29765 0.56572 -0.146 0.158 0.073
N -2.32048 0.34905 1.09428 0.266 -0.321 -0.140
H -1.11994 -1.37315 0.42210 -0.174 0.157 0.078
H 0.90485 -2.43726 0.79383 -0.071 0.113 -0.111
H 0.30726 -2.57298 -0.94878 0.015 0.125 0.094
H 1.81848 -0.19001 0.30770 -0.121 -0.069 -0.087
H 1.22539 -0.31847 -1.43334 -0.015 -0.069 0.120
H -0.88336 2.72556 0.66309 0.086 -0.116 -0.068
H 0.86882 2.45784 0.09917 -0.131 -0.078 -0.002
```
Positions in Å, forces in eV/Å.

Computed properties:
Kohn-Sham gap (spin up / spin down) ... 7.85 / 8.28 eV
2S+1 ... 1
LUMO (spin up / spin down) ... -0.31 / -0.44 eV

---

No. 6
This record from OMol25 describes an isolated molecule of C5H7NO in a non-equilibrium geometry. The level of theory is ωB97M-V with the def2-TZVPD basis set.

```
14
Properties=species:S:1:pos:R:3:forces:R:3
C -1.98487 0.28860 0.38390 0.000 0.150 0.083
C -0.58132 -0.13499 0.04308 -0.163 0.203 -0.226
N 0.05884 -1.12190 0.90001 -0.007 -0.209 -0.028
C 0.70527 0.17028 0.71556 0.032 0.280 -0.074
C 1.86990 0.18161 -0.24246 0.093 0.030 -0.018
C 1.69127 0.29974 -1.54594 -0.055 0.150 -0.571
O 1.51756 0.40232 -2.69882 0.270 -0.049 1.136
H -2.23515 1.19897 -0.16788 -0.015 0.005 0.151
H -2.11994 0.45871 1.45360 0.059 0.006 -0.076
H -2.70357 -0.48205 0.07086 0.267 0.105 0.088
H -0.38688 -0.06719 -1.02474 -0.473 -0.920 -0.151
H 0.57362 -1.87730 0.45299 -0.193 0.269 -0.208
H 0.73981 0.82282 1.58617 0.165 -0.189 -0.115
H 2.85545 -0.13959 0.07367 0.020 0.170 0.011
```
Positions in Å, forces in eV/Å.

Computed properties:
Kohn-Sham gap ... 9.89 eV
SMILES ... C[C@@H]1N[C@H]1C=C=O
2S+1 ... 1
LUMO ... 0.86 eV

---

No. 7
This record from OMol25 describes a structure of composition C5H7NO. The level of theory is ωB97M-V with the def2-TZVPD basis set.

```
14
Properties=species:S:1:pos:R:3:forces:R:3
C -1.30144 -0.40865 0.57711 -0.461 -0.172 -0.150
C -0.61980 0.35485 -0.50542 0.097 0.140 -0.114
C 0.44405 1.37659 -0.16317 -0.060 0.117 -0.050
O 1.36369 0.75660 0.72693 -0.051 -0.182 0.112
C 1.37414 -0.58569 0.71833 0.343 -0.174 -0.146
N 0.94712 -1.41095 -0.19192 -0.159 0.208 0.251
C -0.09587 -0.93405 -0.94117 -0.183 -0.051 0.055
H -0.95320 -1.31172 1.04102 0.409 0.430 0.364
H -2.30195 -0.08597 0.86919 -0.168 -0.428 -0.585
H -1.38009 0.75900 -1.17760 0.110 0.105 0.090
H 0.02744 2.24139 0.36300 0.120 -0.043 -0.034
H 0.96182 1.71044 -1.07102 -0.008 -0.093 0.158
H 1.94489 -0.95803 1.56371 0.191 0.007 -0.211
H -0.41080 -1.50384 -1.80898 -0.182 0.137 0.261
```
Positions in Å, forces in eV/Å.

Computed properties:
Kohn-Sham gap (spin up / spin down) ... 8.12 / 8.12 eV
2S+1 ... 1
LUMO (spin up / spin down) ... 0.47 / 0.47 eV

---

No. 8
This record from OMol25 describes an isolated molecule of C5H7NO in a non-equilibrium geometry. The level of theory is ωB97M-V with the def2-TZVPD basis set.

```
14
Properties=species:S:1:pos:R:3:forces:R:3
H 0.06014 2.01345 1.46222 -0.624 0.007 -0.401
N -0.86402 2.42873 1.28330 -0.559 1.280 1.050
C -1.40668 2.11804 0.20040 0.749 -0.602 0.380
O -0.86470 1.25993 -0.64473 -0.077 -1.401 -2.309
C 0.42234 0.74119 -0.54679 -0.839 1.090 -0.020
C 0.55282 -0.52928 -0.33114 -1.139 -1.064 1.428
C -0.19483 -1.81385 0.03810 0.012 0.838 -0.559
C 1.28733 -1.74775 -0.21022 1.012 -0.740 -0.405
H -2.38150 2.36416 -0.25751 0.379 0.541 1.039
H 1.15615 1.49450 -0.78490 0.506 -0.209 0.006
H -0.82540 -2.21299 -0.75259 0.130 -0.063 0.177
H -0.50832 -2.06663 1.05503 0.014 0.593 -0.342
H 1.93218 -1.90934 0.64317 0.145 0.033 -0.057
H 1.63450 -2.14017 -1.15434 0.292 -0.304 0.013
```
Positions in Å, forces in eV/Å.

Computed properties:
Kohn-Sham gap ... 10.62 eV
SMILES ... [H]/N=C\OC=C1CC1
2S+1 ... 1
LUMO ... 0.96 eV

---

No. 9
This record from OMol25 describes an isolated molecule of C5H7NO. The level of theory is ωB97M-V with the def2-TZVPD basis set.

```
14
Properties=species:S:1:pos:R:3:forces:R:3
C 2.61909 1.18656 -0.28622 -0.303 -0.381 -0.010
C 1.87542 0.24138 -0.36075 0.312 0.397 0.022
C 0.96154 -0.90056 -0.48108 0.009 -0.051 -0.043
C -0.29474 -0.77564 0.38635 0.016 -0.142 0.060
N -0.99064 0.47606 0.17990 -0.062 0.051 0.056
C -2.34731 0.54622 0.21923 -0.047 -0.086 -0.009
O -3.09378 -0.41241 0.25010 0.224 0.301 0.023
H 3.30140 2.00685 -0.23326 -0.147 -0.140 0.013
H 1.48993 -1.81497 -0.18735 -0.056 0.123 -0.073
H 0.67693 -1.01497 -1.53269 0.019 0.047 0.118
H -0.99864 -1.57172 0.13405 0.132 0.075 0.061
H -0.02781 -0.88808 1.44488 0.006 0.007 -0.126
H -0.45823 1.33192 0.25012 -0.100 -0.090 -0.013
H -2.71315 1.58937 0.21674 -0.003 -0.112 -0.079
```
Positions in Å, forces in eV/Å.

Computed properties:
Kohn-Sham gap ... 10.70 eV
SMILES ... C#CCCNC=O
2S+1 ... 1
LUMO ... 0.85 eV

---

No. 10
This record from OMol25 describes an isolated molecule of C5H7NO. The level of theory is ωB97M-V with the def2-TZVPD basis set.

```
14
Properties=species:S:1:pos:R:3:forces:R:3
C -1.12252 1.29891 1.04459 -0.075 0.049 0.112
C -0.84495 -1.03851 -0.51861 0.601 -0.183 -0.222
C -0.16326 -2.12185 -0.99042 -0.137 -0.257 -0.146
O 1.23675 -1.99066 -1.06012 -0.082 0.026 -0.007
C 1.49002 -0.75482 -0.61254 -0.123 0.145 0.084
C 0.28557 -0.20231 -0.30602 0.103 0.198 0.167
N 0.16004 1.16318 0.28106 0.106 0.070 -0.045
H -1.28695 0.39350 1.63400 0.260 0.207 -0.158
H -1.94960 1.35241 0.33706 0.240 0.049 0.074
H -1.04253 2.18526 1.66908 -0.121 0.078 -0.016
H -0.46286 -3.10002 -1.34575 -0.054 0.152 0.087
H 2.51737 -0.41766 -0.55473 -0.128 -0.135 -0.054
H 0.21234 1.87486 -0.45391 -0.280 -0.196 0.067
H 0.97057 1.35770 0.87630 -0.310 -0.204 0.055
```
Positions in Å, forces in eV/Å.

Computed properties:
Kohn-Sham gap ... 7.33 eV
2S+1 ... 1
LUMO ... 0.07 eV

---

no.,electronic energy (eV)
1,-8832.7438
2,-8831.9532
3,-8834.4390
4,-8835.0265
5,-8829.9333
6,-8833.8404
7,-8832.3057
8,-8833.0405
9,-8834.4835
10,-8831.8679